(1)
Here is a cluster of 2 separate species, C2H5O4PS in total at a distorted geometry from the Open Molecules 2025 dataset. Energies are from wB97M-V/def2-TZVPD.

Computed properties:
E_LUMO in hartree: 0.2396
Total charge: -2
Energy above the lowest of the compared OMol25 structures with the same formula, charge and spin in kcal/mol: 50.7
Orbital gap in eV: 6.5
Highest occupied orbital energy in eV: 0.003

Last column: Mulliken charge in e.
Positions of all 13 atoms, in Å:
C1 1.19 0.57 0.31  -0.7514
C2 1.68 -0.80 -0.22  -0.3124
O1 -2.18 1.13 -1.48  -0.7432
O2 -2.26 1.46 1.06  -0.7296
O3 -3.31 -0.69 0.02  -0.5016
O4 1.02 -1.86 0.25  -0.7983
P1 -2.26 0.54 -0.11  0.9180
S1 -1.51 -1.40 0.17  -0.0243
H1 1.11 0.52 1.39  0.2567
H2 1.88 1.37 0.02  0.3892
H3 0.20 0.78 -0.09  -0.0820
H4 2.78 -0.88 0.05  0.2246
H5 1.68 -0.74 -1.35  0.1543



(2)
Here is a structure of composition C27H41NO5PbSeSi from the Open Molecules 2025 dataset. Energies are from wB97M-V/def2-TZVPD.

Computed properties:
E_LUMO (spin up / spin down) in hartree: -0.1181 / -0.0486
Energy above the lowest of the compared OMol25 structures with the same formula, charge and spin in kcal/mol: 30.8
Orbital gap (spin up / spin down) in eV: 4.8 / 7.1
Highest occupied orbital energy (spin up / spin down) in eV: -7.995 / -8.462

Last column: Mulliken charge in e.
Positions of all 77 atoms, in Å:
Pb1 0.13 -0.27 -0.20  1.0542
C1 0.66 0.91 2.92  -0.9454
C2 0.98 2.10 2.31  0.3175
C3 2.28 1.86 1.56  -0.1481
C4 2.65 0.57 1.83  -0.8350
C5 1.68 -0.05 2.68  -0.3210
C6 1.77 -1.41 3.29  2.6703
C7 0.37 -2.02 3.48  -1.6194
C8 2.61 -2.36 2.42  -1.8081
C9 2.44 -1.24 4.67  -1.8066
C10 3.07 2.77 0.64  2.9171
C11 4.40 2.11 0.24  -2.2754
C12 2.28 3.02 -0.66  -1.2950
C13 3.44 4.08 1.34  -1.8717
C14 0.15 3.36 2.55  2.6010
C15 -1.28 2.98 2.95  -1.9372
C16 0.02 4.31 1.35  -1.8401
C17 0.78 4.12 3.74  -1.7431
H1 -0.20 0.74 3.55  0.1791
H2 3.53 0.08 1.45  0.3728
H3 -0.13 -2.16 2.52  0.2646
H4 -0.26 -1.40 4.12  0.2943
H5 0.46 -3.00 3.94  0.4722
H6 2.16 -2.48 1.43  0.3099
H7 2.65 -3.34 2.89  0.4630
H8 3.63 -2.00 2.31  0.3245
H9 1.86 -0.59 5.31  0.3536
H10 3.44 -0.82 4.56  0.3516
H11 2.53 -2.22 5.15  0.4729
H12 4.24 1.17 -0.29  0.3725
H13 5.03 1.92 1.11  0.4037
H14 4.94 2.78 -0.43  0.4527
H15 2.47 2.22 -1.38  0.1667
H16 2.59 3.96 -1.12  0.3773
H17 1.20 3.07 -0.52  0.0537
H18 3.98 3.88 2.27  0.3612
H19 2.58 4.70 1.58  0.3414
H20 4.09 4.67 0.69  0.4864
H21 -1.75 2.35 2.19  0.2875
H22 -1.88 3.89 3.04  0.4784
H23 -1.33 2.47 3.91  0.3808
H24 -0.49 3.82 0.51  0.0696
H25 0.96 4.70 0.99  0.2448
H26 -0.59 5.16 1.65  0.5584
H27 0.79 3.48 4.63  0.3520
H28 0.19 5.01 3.96  0.4687
H29 1.80 4.43 3.54  0.2693
O1 -6.02 -1.59 -1.56  -0.5376
C18 -4.72 -1.36 -1.29  0.9742
C19 -3.86 -2.36 -0.87  -0.3773
C20 -2.54 -2.03 -0.62  -0.2269
N1 -2.11 -0.78 -0.77  0.0655
C21 -2.92 0.19 -1.16  0.0958
C22 -4.25 -0.05 -1.45  -0.5724
C23 -2.30 1.58 -1.29  0.0902
O2 -2.99 2.49 -1.71  -0.7153
O3 -1.06 1.63 -0.94  -0.3827
C24 -1.49 -3.07 -0.22  0.1492
O4 -1.86 -4.23 -0.12  -0.7403
O5 -0.32 -2.60 -0.06  -0.5258
H30 -6.22 -2.52 -1.41  0.3104
H31 -4.16 -3.39 -0.75  0.4898
H32 -4.89 0.75 -1.77  0.6009
C25 1.26 -2.75 -5.21  -1.0946
Si1 0.09 -1.51 -4.48  0.5018
C26 -0.31 -0.14 -5.67  -1.1081
C27 -1.43 -2.30 -3.77  -0.5592
Se1 1.33 -0.44 -2.81  -0.2009
H33 0.81 -3.18 -6.11  0.3443
H34 1.47 -3.56 -4.52  0.3328
H35 2.20 -2.27 -5.49  0.3239
H36 -0.75 -0.57 -6.58  0.3531
H37 0.60 0.39 -5.97  0.3341
H38 -1.01 0.58 -5.25  0.3623
H39 -1.97 -2.83 -4.55  0.4683
H40 -2.10 -1.54 -3.35  -0.0062
H41 -1.17 -3.01 -2.99  0.1535



(3)
Here is a cluster of 4 separate species, C33H66INO13P in total at a distorted geometry from the Open Molecules 2025 dataset. Energies are from wB97M-V/def2-TZVPD.

Computed properties:
E_LUMO in hartree: -0.0645
Total charge: +1
Orbital gap in eV: 9.5
Highest occupied orbital energy in eV: -11.297

Last column: Mulliken charge in e.
Positions of all 115 atoms, in Å:
C1 5.69 -1.30 3.97  -1.0292
C2 4.55 -1.80 4.87  -0.2755
O1 3.61 -0.77 5.18  -0.4647
C3 2.36 -0.93 4.57  -0.8177
C4 2.47 -0.48 3.11  -0.2328
O2 1.15 -0.51 2.55  -0.3292
C5 1.00 -0.16 1.20  -0.0945
C6 2.18 0.48 0.52  -2.1368
O3 2.49 1.73 1.12  -0.0530
C7 3.00 2.67 0.21  0.0124
C8 3.12 4.04 0.88  -1.4413
C9 0.46 -1.42 0.43  -0.1573
C10 1.41 -2.13 -0.55  -0.9038
C11 1.34 -3.66 -0.37  0.9269
C12 2.58 -4.40 -0.65  -1.5069
O4 1.41 -4.38 -1.55  -0.5239
C13 -1.08 -1.22 -0.03  2.3278
C14 -1.37 -1.71 -1.45  -1.6240
C15 -1.66 -3.21 -1.61  -1.8751
C16 -1.86 -2.01 1.04  -1.6285
P1 -3.66 -2.18 0.86  0.5066
O5 -4.26 -1.67 -0.38  -0.5863
O6 -4.29 -1.48 2.15  -0.5175
O7 -3.94 -3.73 1.08  -0.5030
C17 -1.14 0.34 0.01  -0.5330
I1 -3.01 1.30 0.55  0.2213
C18 -0.49 1.02 -1.20  -0.0676
C19 -1.37 1.37 -2.40  -0.5859
C20 -0.63 2.28 -3.37  -0.7445
O8 0.23 1.50 -4.19  -0.4077
C21 1.57 1.94 -4.21  -0.5145
N1 -0.27 0.67 1.21  0.1853
O9 -0.16 2.03 1.48  0.1638
C22 -0.27 2.31 2.88  -0.3175
C23 -0.41 3.80 3.08  0.2282
C24 -0.58 4.03 4.59  -1.5320
O10 -1.57 4.26 2.38  -0.4717
H1 5.78 -1.90 3.07  0.2882
H2 6.64 -1.40 4.49  0.3265
H3 5.56 -0.25 3.73  0.2790
H4 4.04 -2.66 4.43  0.2482
H5 4.98 -2.16 5.80  0.4612
H6 1.98 -1.94 4.65  0.4274
H7 1.70 -0.22 5.07  0.2372
H8 3.10 -1.19 2.57  0.4361
H9 2.89 0.52 3.12  0.2421
H10 3.05 -0.17 0.58  0.6202
H11 1.98 0.63 -0.54  0.7663
H12 2.36 2.77 -0.68  0.0106
H13 3.99 2.37 -0.15  0.4400
H14 2.30 4.68 0.54  0.3764
H15 3.07 3.96 1.96  0.2380
H16 4.04 4.52 0.55  0.3904
H17 0.41 -2.11 1.26  0.6978
H18 1.19 -1.95 -1.59  0.0866
H19 2.45 -1.91 -0.33  0.7980
H20 0.71 -4.04 0.44  0.5160
H21 3.39 -3.81 -1.07  0.3295
H22 2.66 -5.45 -0.41  0.3284
H23 -0.59 -1.43 -2.14  0.7402
H24 -2.26 -1.17 -1.78  0.8112
H25 -2.73 -3.39 -1.56  0.3387
H26 -1.19 -3.84 -0.86  0.3826
H27 -1.30 -3.54 -2.58  0.4266
H28 -1.68 -1.62 2.05  0.5350
H29 -1.48 -3.03 1.06  0.5927
H30 -4.86 -0.76 1.87  0.3197
H31 -4.87 -3.87 0.86  0.4026
H32 0.27 0.34 -1.57  -0.5035
H33 0.03 1.93 -0.89  0.7334
H34 -1.63 0.49 -2.98  0.1678
H35 -2.30 1.86 -2.13  0.2979
H36 -0.11 3.09 -2.86  0.4556
H37 -1.41 2.71 -4.01  0.2726
H38 2.05 1.46 -5.06  0.2662
H39 2.11 1.61 -3.31  0.0842
H40 1.62 3.02 -4.31  0.3345
H41 -0.78 0.23 1.99  1.0107
H42 -1.14 1.82 3.33  0.4990
H43 0.63 1.96 3.39  -0.1853
H44 0.45 4.34 2.70  0.4194
H45 -1.08 3.17 5.04  0.3609
H46 -1.20 4.90 4.77  0.4064
H47 0.39 4.11 5.08  0.3915
H48 -2.32 3.79 2.76  0.2251
C25 5.83 -5.93 -3.63  -1.1553
C26 5.90 -6.38 -2.19  0.8983
O11 5.95 -5.59 -1.28  -0.5481
C27 5.91 -7.87 -1.94  -1.1595
H49 5.83 -4.84 -3.67  0.2844
H50 6.68 -6.31 -4.18  0.3888
H51 4.91 -6.30 -4.09  0.3171
H52 6.77 -8.33 -2.44  0.3692
H53 5.00 -8.32 -2.34  0.3192
H54 5.97 -8.06 -0.87  0.2992
C28 -7.56 3.30 1.58  -1.2022
C29 -6.16 3.53 2.07  0.8508
O12 -5.29 2.69 1.93  -0.5448
C30 -5.88 4.84 2.75  -0.9837
H55 -7.63 2.32 1.11  0.2871
H56 -8.26 3.35 2.41  0.3522
H57 -7.83 4.06 0.85  0.3517
H58 -6.51 4.95 3.63  0.3578
H59 -6.08 5.67 2.06  0.3635
H60 -4.83 4.89 3.05  0.1052
C31 -4.24 3.26 -6.97  -1.2257
C32 -4.13 2.90 -5.51  0.9712
O13 -3.56 3.62 -4.72  -0.5717
C33 -4.77 1.60 -5.07  -1.0385
H61 -3.75 4.21 -7.15  0.3193
H62 -3.77 2.49 -7.58  0.3231
H63 -5.29 3.34 -7.26  0.3557
H64 -4.32 0.77 -5.61  0.3075
H65 -5.84 1.62 -5.29  0.4131
H66 -4.62 1.46 -4.01  0.1682



(4)
Here is a cluster of 2 separate species, C18H24BBrF6NO6P in total at a distorted geometry from the Open Molecules 2025 dataset. Energies are from wB97M-V/def2-TZVPD.

Computed properties:
E_LUMO in hartree: -0.1008
Orbital gap in eV: 5.1
Highest occupied orbital energy in eV: -7.833

Last column: Mulliken charge in e.
Positions of all 58 atoms, in Å:
C1 -3.00 -1.32 -6.03  -1.1778
C2 -3.19 -1.80 -4.53  0.6580
F1 -3.35 -0.58 -3.77  -0.3549
C3 -1.87 -2.48 -3.97  -1.8183
C4 -0.98 -1.34 -3.34  1.1427
C5 -0.03 -0.69 -4.26  -1.1042
C6 0.78 0.40 -3.69  -0.4936
C7 0.65 0.85 -2.30  0.8019
C8 1.46 1.99 -1.61  -0.2378
C9 2.38 2.84 -2.56  -0.1005
C10 3.84 2.98 -1.94  -1.3009
Br1 1.62 4.67 -2.85  -0.1508
C11 -0.34 0.11 -1.47  -0.0847
C12 -0.52 0.57 0.01  -0.4075
C13 0.73 0.23 0.93  -0.9308
O1 1.22 1.39 1.62  -0.4112
C14 0.28 1.83 2.61  -0.5518
C15 0.93 2.00 4.03  0.7847
F2 2.20 1.47 4.10  -0.2429
F3 0.19 1.33 4.97  -0.2179
F4 1.02 3.31 4.45  -0.3048
N1 -1.10 -0.93 -2.01  0.1979
P1 -2.31 -1.84 -1.04  0.1027
C16 -3.67 -0.69 -0.47  -0.8885
O2 -1.41 -2.41 0.28  -0.4692
H1 -3.03 -0.19 -6.10  0.2881
H2 -2.01 -1.63 -6.45  0.2745
H3 -3.83 -1.68 -6.70  0.3178
H4 -4.12 -2.40 -4.38  0.3765
H5 -2.04 -3.34 -3.28  0.4525
H6 -1.31 -2.90 -4.86  0.4970
H7 0.07 -0.99 -5.32  0.3607
H8 1.52 0.89 -4.36  0.2473
H9 0.71 2.69 -1.13  0.4083
H10 2.10 1.64 -0.75  0.0478
H11 2.53 2.42 -3.58  0.2843
H12 3.83 3.29 -0.87  0.3468
H13 4.51 3.59 -2.60  0.3890
H14 4.28 1.93 -1.96  0.3420
H15 -1.43 0.13 0.50  0.5653
H16 -0.68 1.69 0.00  0.4604
H17 0.53 -0.63 1.62  0.3863
H18 1.58 -0.08 0.26  0.5713
H19 -0.11 2.84 2.27  0.2843
H20 -0.59 1.13 2.74  0.2995
H21 -3.37 0.38 -0.62  0.2546
H22 -3.82 -0.85 0.64  0.3825
H23 -4.66 -0.91 -0.96  0.3662
H24 -1.73 -3.33 0.38  0.3548
B1 1.25 -0.88 6.92  0.8044
O3 2.69 -1.13 7.16  -0.5319
C17 2.79 -2.17 7.97  0.6010
O4 3.83 -2.63 8.37  -0.6181
C18 1.43 -2.66 8.31  0.5948
O5 1.17 -3.59 9.03  -0.6169
O6 0.52 -1.91 7.70  -0.5289
F5 0.95 -1.02 5.53  -0.3641
F6 0.90 0.41 7.36  -0.3382



(5)
Here is a structure of composition C36H44N7O6STi at a distorted geometry from the Open Molecules 2025 dataset. Energies are from wB97M-V/def2-TZVPD.

Computed properties:
2S+1: 3
E_LUMO (spin up / spin down) in hartree: 0.0628 / 0.0626
Total charge: -1
Energy above the lowest of the compared OMol25 structures with the same formula, charge and spin in kcal/mol: 31.8
Orbital gap (spin up / spin down) in eV: 3.8 / 6.2
Highest occupied orbital energy (spin up / spin down) in eV: -2.094 / -4.535

Last column: Löwdin spin population.
Positions of all 95 atoms, in Å:
Ti1 -0.77 -0.21 0.31  1.4453
O1 -2.27 -0.57 7.12  0.0065
C1 -2.95 -1.10 6.22  0.0055
O2 -3.96 -1.83 6.29  0.0046
C2 -2.47 -0.83 4.77  0.0583
C3 -3.27 -1.17 3.68  -0.0083
C4 -2.83 -0.97 2.39  0.0528
N1 -1.61 -0.46 2.11  0.0219
C5 -0.83 -0.11 3.17  0.0609
C6 -1.23 -0.27 4.48  -0.0080
C7 0.50 0.43 2.74  0.0285
O3 1.36 0.81 3.54  0.0455
O4 0.64 0.40 1.46  0.0106
H1 -4.24 -1.61 3.87  -0.0018
H2 -3.44 -1.23 1.54  0.0042
H3 -0.58 0.04 5.29  -0.0013
N2 -0.83 1.93 -0.04  0.0102
C8 -1.59 2.31 1.08  0.0071
C9 -1.02 2.94 2.19  0.0131
C10 -1.81 3.25 3.29  0.0030
C11 -3.16 2.99 3.28  0.0164
C12 -3.73 2.37 2.17  0.0032
C13 -2.96 2.00 1.08  0.0114
C14 -3.51 1.18 -0.03  0.0156
C15 -4.78 1.46 -0.54  -0.0004
C16 -5.33 0.67 -1.53  0.0222
C17 -4.61 -0.41 -2.01  -0.0001
C18 -3.34 -0.68 -1.51  0.0146
C19 -2.72 0.09 -0.51  0.0078
H4 0.12 2.28 -0.11  0.0024
H5 -1.35 2.08 -0.90  0.0027
H6 0.04 3.16 2.20  0.0010
H7 -1.35 3.69 4.17  -0.0002
H8 -3.78 3.23 4.14  0.0012
H9 -4.79 2.12 2.18  -0.0002
H10 -5.33 2.30 -0.15  -0.0006
H11 -6.32 0.88 -1.91  0.0017
H12 -5.04 -1.05 -2.78  -0.0007
H13 -2.81 -1.55 -1.91  0.0023
O5 -0.53 0.07 -2.26  0.0128
C20 0.52 0.21 -3.23  0.0010
C21 0.54 1.52 -4.03  0.0003
C22 0.94 2.81 -3.29  0.0003
C23 2.32 2.74 -2.65  0.0001
C24 3.47 2.96 -3.40  0.0000
C25 4.71 2.88 -2.79  0.0001
C26 4.77 2.57 -1.44  0.0000
C27 3.59 2.38 -0.76  0.0002
N3 2.39 2.47 -1.34  0.0003
H14 -1.38 0.10 -2.70  0.0007
H15 0.44 -0.62 -3.94  0.0002
H16 1.45 0.11 -2.67  0.0001
H17 -0.46 1.65 -4.47  0.0002
H18 1.25 1.38 -4.86  0.0000
H19 0.19 3.05 -2.54  0.0003
H20 0.97 3.62 -4.03  0.0000
H21 3.39 3.21 -4.45  0.0000
H22 5.62 3.07 -3.36  0.0000
H23 5.72 2.47 -0.93  0.0000
H24 3.56 2.13 0.30  0.0001
C28 4.44 -2.70 -1.02  0.0002
N4 3.72 -1.44 -0.91  0.0004
C29 3.69 -0.72 -2.16  0.0001
C30 2.58 -1.44 -0.09  0.0025
O6 1.45 -1.22 -0.54  0.0124
N5 2.87 -1.75 1.20  0.0016
C31 1.86 -2.18 2.15  0.0027
C32 4.17 -1.49 1.80  0.0004
H25 4.12 -3.26 -1.91  0.0000
H26 4.27 -3.32 -0.14  0.0000
H27 5.52 -2.51 -1.11  0.0000
H28 4.72 -0.55 -2.48  0.0000
H29 3.22 0.24 -2.00  0.0000
H30 3.17 -1.26 -2.95  0.0000
H31 0.89 -2.20 1.68  0.0025
H32 1.83 -1.50 3.00  0.0005
H33 2.11 -3.18 2.51  0.0002
H34 4.82 -0.98 1.09  0.0000
H35 4.64 -2.41 2.13  0.0000
H36 4.02 -0.84 2.67  0.0002
C33 -2.23 -5.61 -0.18  0.0015
N6 -1.20 -5.02 -1.01  0.0173
C34 -1.04 -5.45 -2.39  0.0022
C35 -0.27 -4.29 -3.04  0.0021
N7 -0.02 -3.40 -1.92  0.0149
C36 -0.80 -3.73 -0.85  0.0393
S1 -1.24 -2.71 0.39  0.0181
H37 -2.02 -6.67 -0.02  0.0001
H38 -3.22 -5.52 -0.64  0.0007
H39 -2.24 -5.10 0.77  0.0005
H40 -2.01 -5.61 -2.86  0.0009
H41 -0.48 -6.39 -2.43  0.0003
H42 -0.85 -3.81 -3.83  0.0008
H43 0.68 -4.63 -3.48  0.0002
H44 0.16 -2.41 -2.05  0.0018



(6)
Here is the molecule C4H8O3 at a distorted geometry from the Open Molecules 2025 dataset. Energies are from wB97M-V/def2-TZVPD.

Computed properties:
E_LUMO in hartree: 0.0259
Structure (SMILES): O[C@H]1CO[C@H](O)C1
Energy above the lowest of the compared OMol25 structures with the same formula, charge and spin in kcal/mol: 50.0
Orbital gap in eV: 11.0
Highest occupied orbital energy in eV: -10.290

Last column: Mulliken charge in e.
Positions of all 15 atoms, in Å:
O1 1.60 1.50 -0.12  -0.5492
C1 0.78 0.40 0.18  0.4878
C2 -0.44 0.78 1.04  -0.6326
O2 -1.55 0.01 0.61  -0.4021
C3 -1.14 -0.91 -0.34  0.1448
O3 -0.58 -2.08 0.19  -0.4930
C4 0.11 -0.19 -1.06  -1.1392
H1 2.10 1.72 0.68  0.3334
H2 1.37 -0.38 0.68  0.2582
H3 -0.67 1.83 0.85  0.3180
H4 -0.27 0.63 2.11  0.3005
H5 -2.01 -1.15 -0.97  0.3524
H6 0.11 -1.98 -0.48  0.3419
H7 -0.29 0.57 -1.73  0.2958
H8 0.87 -0.75 -1.65  0.3833